{
  "formula": "C39H46BN9S3V",
  "method": "ωB97M-V with the def2-TZVPD basis set",
  "elements": ["V", "C", "C", "N", "C", "C", "C", "C", "C", "C", "C", "N", "C", "C", "C", "C", "C", "C", "C", "C", "N", "C", "H", "H", "H", "H", "H", "H", "H", "H", "H", "H", "H", "H", "C", "C", "C", "C", "N", "C", "C", "N", "B", "N", "C", "C", "N", "C", "S", "C", "C", "C", "C", "N", "C", "C", "N", "C", "S", "C", "C", "C", "C", "C", "S", "H", "H", "H", "H", "H", "H", "H", "H", "H", "H", "H", "H", "H", "H", "H", "H", "H", "H", "H", "H", "H", "H", "H", "H", "H", "H", "H", "H", "H", "H", "H", "H", "H", "H"],
  "coordinates": [[11.653938, 10.725400, 10.062548], [13.813960, 10.093896, 13.828125], [13.365776, 10.734789, 12.632699], [12.250776, 10.336287, 11.982585], [11.585342, 9.236018, 12.492288], [12.089022, 8.423978, 13.566378], [13.195881, 8.916518, 14.247087], [11.367514, 7.281057, 13.949648], [10.118571, 6.973783, 13.379710], [9.585908, 7.785967, 12.315117], [10.315584, 8.862741, 11.872485], [10.054559, 9.777853, 10.890491], [8.875799, 10.418495, 10.687035], [7.608949, 9.888188, 10.843915], [6.500177, 10.778299, 10.745938], [6.638560, 12.155170, 10.511311], [7.944148, 12.723617, 10.301779], [8.247371, 14.107677, 10.197782], [9.537746, 14.559221, 10.308471], [10.573822, 13.623414, 10.372496], [10.357912, 12.321888, 10.260999], [9.048647, 11.859481, 10.390733], [14.676675, 10.496776, 14.366867], [13.925544, 11.593154, 12.222495], [13.504697, 8.409026, 15.140729], [11.791690, 6.547439, 14.707208], [9.560061, 6.084392, 13.711959], [8.603994, 7.550568, 12.001967], [7.460735, 8.798967, 10.916110], [5.540391, 10.339099, 10.714168], [5.726097, 12.736320, 10.567241], [7.454665, 14.835066, 10.042667], [9.775714, 15.608229, 10.305316], [11.624217, 13.941677, 10.483470], [16.188339, 15.683885, 8.804264], [14.871563, 14.777440, 8.805892], [13.819469, 15.515809, 7.895200], [14.488157, 14.617489, 10.313210], [15.182046, 13.434169, 8.189377], [16.362478, 13.106221, 7.487140], [16.189267, 11.884644, 6.994579], [14.957882, 11.364747, 7.378270], [14.658914, 9.890589, 6.917694], [15.331594, 8.856041, 7.928150], [15.602228, 7.531005, 7.481717], [16.250348, 6.834779, 8.446352], [16.672011, 7.748476, 9.386208], [15.993150, 8.985545, 9.157855], [16.101680, 10.267367, 10.146893], [17.487251, 7.446827, 10.634489], [16.617169, 7.477190, 11.900305], [18.097335, 6.083639, 10.429093], [18.693146, 8.424602, 10.696888], [13.153649, 9.519103, 6.614028], [12.510399, 9.948345, 5.397211], [11.242910, 9.533667, 5.418864], [11.026071, 8.844606, 6.596304], [12.202916, 8.906399, 7.348699], [12.236875, 8.520313, 9.030190], [9.866336, 7.856033, 6.769154], [9.561301, 7.497662, 8.224081], [10.249870, 6.580873, 5.952230], [8.605085, 8.531617, 6.218263], [14.314391, 12.393458, 8.046267], [12.666440, 12.410566, 8.414037], [15.987898, 16.662458, 9.232128], [16.536746, 15.771526, 7.783378], [16.960795, 15.205635, 9.439037], [13.662708, 16.558326, 8.230140], [12.863365, 14.918269, 7.992936], [14.137391, 15.467088, 6.827542], [13.796379, 15.441746, 10.587244], [15.367478, 14.797939, 10.984140], [13.883553, 13.702999, 10.581262], [17.231865, 13.793643, 7.385618], [16.825459, 11.333147, 6.335679], [15.154375, 9.746489, 5.845147], [15.133582, 7.205839, 6.557910], [16.327754, 5.772555, 8.474810], [15.794149, 6.721731, 11.882501], [16.096361, 8.425007, 12.068528], [17.305962, 7.319556, 12.758896], [17.313383, 5.259067, 10.525362], [18.853981, 5.845697, 11.207275], [18.594735, 6.107131, 9.432744], [18.331238, 9.400551, 11.026963], [19.148073, 8.544244, 9.682474], [19.465553, 8.080296, 11.406371], [13.033971, 10.573623, 4.692990], [10.540989, 9.762844, 4.664553], [10.237945, 6.819478, 8.767255], [8.518678, 7.095687, 8.337763], [9.616707, 8.418625, 8.796987], [11.297458, 6.372285, 6.196823], [10.178167, 6.735715, 4.857984], [9.656382, 5.752201, 6.332895], [8.437828, 9.405673, 6.848987], [7.814463, 7.764385, 6.385748], [8.644442, 8.816411, 5.160193]],
  "forces_ev_per_a": [[0.28, -0.87, -0.71], [-0.31, -0.35, -0.58], [-0.34, -0.36, 0.31], [1.18, -0.68, 1.31], [-0.32, -1.63, 0.37], [-0.84, 1.17, -1.28], [0.80, 1.35, -0.17], [-1.46, -2.23, 0.49], [1.38, 0.69, -0.10], [1.20, -0.30, 1.74], [1.29, 0.69, 0.33], [0.66, 0.90, -1.42], [-0.27, 1.22, -0.02], [-0.23, 0.59, -0.63], [1.52, 1.20, -0.82], [0.14, -1.48, 0.26], [-0.34, -0.34, 0.77], [-0.23, 0.22, -0.16], [-0.27, -0.41, -0.06], [0.75, -0.08, -0.28], [-1.37, -0.24, 1.28], [-0.07, -1.01, -0.22], [-0.38, -0.13, -0.30], [-0.43, -0.59, 0.15], [0.37, -0.15, 0.24], [-0.53, 1.31, -0.89], [0.37, 0.59, -0.18], [-0.61, -0.09, -0.67], [0.04, 0.86, 0.15], [-1.04, -0.18, 0.43], [0.26, 0.31, -0.34], [-0.04, -0.19, 0.18], [-0.02, 0.16, 0.04], [-0.70, -0.18, -0.33], [-0.62, -1.76, 0.30], [0.94, 1.17, 0.11], [-0.56, -1.45, 0.57], [-0.94, 0.46, 0.36], [0.09, -0.09, -0.42], [0.24, 1.62, 0.64], [-0.34, -1.05, -0.11], [-0.25, 2.02, -0.14], [0.13, -0.61, 1.05], [1.39, -0.82, 0.43], [-1.36, 0.62, 0.41], [-0.27, 0.98, -1.45], [-1.36, 1.38, 1.23], [0.44, -2.62, -2.20], [-0.50, 2.05, 1.06], [0.03, 0.43, -0.42], [-0.17, -0.13, 0.41], [-0.36, -1.58, 0.00], [-0.26, 0.46, -0.23], [-1.62, 0.69, -0.57], [1.65, -0.24, 1.65], [0.58, -0.16, 0.34], [0.46, -0.42, 0.96], [-0.91, 0.67, -1.13], [0.91, 0.56, 0.57], [0.41, -0.36, -0.99], [-0.52, 0.01, 0.84], [0.42, 0.93, 0.45], [-0.02, -0.76, 0.44], [2.00, -1.57, -0.77], [-1.26, -0.51, 1.04], [-0.28, -0.01, -0.11], [0.20, 0.33, -0.12], [-0.28, 0.21, -0.47], [0.15, -0.58, -0.21], [0.85, 1.03, -0.29], [-0.13, 0.20, 0.82], [0.32, -0.18, -0.32], [-0.68, -0.74, -0.64], [1.13, 0.66, -0.45], [-1.12, -0.81, 0.21], [0.27, -0.26, 0.07], [0.37, 0.10, -0.18], [0.20, -0.15, 0.31], [0.64, -0.28, 0.17], [0.89, 0.17, -0.04], [0.40, 0.02, -0.25], [-0.59, -0.15, -0.37], [1.01, 0.94, -0.50], [-0.45, 0.39, -0.49], [-0.29, -0.52, 0.70], [0.31, -0.10, -0.12], [-0.32, -0.18, 0.80], [-0.41, -0.06, -0.32], [0.04, -0.19, -0.01], [-0.84, -0.25, -0.35], [-0.15, 0.08, -0.76], [0.89, 0.30, -0.45], [-0.33, 0.08, 0.21], [-0.13, -0.21, -0.12], [-0.18, -0.20, 0.62], [-0.15, -0.09, -0.42], [-0.42, 0.07, -0.18], [0.24, 0.87, -0.37], [0.02, -0.18, 0.31]],
  "mulliken_spin": [2.05, -0.01, 0.04, -0.08, -0.01, -0.01, 0.02, 0.02, -0.01, 0.02, 0.10, -0.15, 0.03, 0.02, -0.01, 0.01, 0.00, 0.02, -0.01, 0.04, -0.06, -0.02, 0.00, 0.00, 0.00, 0.00, 0.00, 0.00, 0.00, 0.00, 0.00, 0.00, 0.00, 0.00, 0.00, 0.00, 0.00, 0.00, 0.00, 0.00, 0.00, -0.01, 0.02, 0.00, 0.00, 0.00, 0.00, 0.00, 0.00, 0.00, 0.00, 0.00, 0.00, -0.02, 0.00, 0.00, 0.02, 0.00, -0.02, 0.00, 0.01, 0.00, 0.00, 0.00, -0.02, 0.00, 0.00, 0.00, 0.00, 0.00, 0.00, 0.00, 0.00, 0.00, 0.00, 0.00, 0.00, 0.00, 0.00, 0.00, 0.00, 0.00, 0.00, 0.00, 0.00, 0.00, 0.00, 0.00, 0.00, 0.00, 0.00, 0.00, 0.01, 0.00, 0.00, 0.00, 0.00, 0.00, 0.00],
  "lumo_energy_ev": [-3.34, -3.24],
  "de_lowest_ev": 1.315,
  "s2": 2.0288,
  "total_charge": 1,
  "multiplicity": 3,
  "orbital_gap_ev": [5.575, 5.674],
  "homo_energy_ha": [-0.3277, -0.3277]
}

=====

{
  "formula": "C38H37BrCrN3O5SSb2",
  "method": "ωB97M-V with the def2-TZVPD basis set",
  "elements": ["Cr", "O", "C", "C", "C", "N", "C", "C", "C", "O", "O", "C", "O", "O", "H", "H", "H", "C", "C", "C", "Sb", "C", "C", "C", "C", "C", "C", "C", "C", "C", "C", "C", "C", "Sb", "C", "C", "C", "C", "C", "C", "C", "C", "C", "C", "C", "C", "H", "H", "H", "H", "H", "H", "H", "H", "H", "H", "H", "H", "H", "H", "H", "H", "H", "H", "H", "H", "H", "H", "H", "H", "H", "H", "Br", "S", "C", "N", "C", "C", "C", "N", "H", "H", "H", "H", "H", "H", "H", "H"],
  "coordinates": [[1.491803, -0.014295, -1.203921], [3.562109, 5.112512, 1.153520], [3.049835, 3.955263, 0.664894], [1.712447, 3.849224, 0.286020], [1.282956, 2.636784, -0.202151], [2.116151, 1.610012, -0.278117], [3.395257, 1.691399, 0.070787], [3.917164, 2.866947, 0.555736], [4.143518, 0.374101, -0.182328], [5.325608, 0.295985, 0.103966], [3.396710, -0.532486, -0.718121], [-0.123031, 2.284590, -0.697168], [-1.025220, 3.091343, -0.571266], [-0.202088, 1.092588, -1.201286], [2.884243, 5.795926, 1.120058], [1.021902, 4.682059, 0.338894], [4.955569, 2.936724, 0.845192], [-1.630466, -2.102348, -0.038102], [-0.922390, -2.466362, 1.274196], [0.377126, -1.712484, 1.579141], [0.114703, 0.343074, 2.225223], [2.069857, 0.602911, 3.077414], [2.325439, 1.848798, 3.652538], [3.584088, 2.166295, 4.142465], [4.617173, 1.244200, 4.041151], [4.382415, 0.007675, 3.458884], [3.115338, -0.312019, 2.986087], [-0.868225, -0.326073, 4.030508], [-2.253238, -0.205547, 4.142746], [-2.924626, -0.679712, 5.263694], [-2.214657, -1.269892, 6.298881], [-0.833492, -1.382874, 6.207721], [-0.168118, -0.915998, 5.081855], [-2.777722, -0.261404, -0.138093], [-3.091756, -0.348377, -2.251569], [-3.413671, -1.538749, -2.896161], [-3.552494, -1.579228, -4.276760], [-3.376869, -0.423572, -5.025549], [-3.059890, 0.769151, -4.390480], [-2.912303, 0.805835, -3.009636], [-4.652629, -1.275533, 0.303439], [-5.831974, -0.816253, -0.285306], [-7.054684, -1.411676, -0.009032], [-7.124110, -2.480613, 0.875503], [-5.964646, -2.942377, 1.480131], [-4.742651, -2.342204, 1.195172], [-2.353576, -2.883112, -0.281235], [-0.910502, -2.067009, -0.858320], [-0.657861, -3.527759, 1.206081], [-1.603135, -2.381437, 2.128996], [1.038538, -1.749091, 0.707188], [0.900410, -2.204806, 2.401342], [1.531602, 2.587987, 3.708970], [3.766021, 3.140780, 4.579800], [5.608680, 1.496851, 4.395727], [5.191391, -0.703271, 3.349964], [2.963270, -1.270937, 2.504792], [-2.823913, 0.262028, 3.346870], [-4.002022, -0.585434, 5.324987], [-2.734033, -1.638900, 7.174796], [-0.272594, -1.837571, 7.015663], [0.911209, -1.010316, 5.024497], [-3.561344, -2.447296, -2.323119], [-3.787178, -2.515931, -4.767941], [-3.478664, -0.455233, -6.103832], [-2.908445, 1.671037, -4.971376], [-2.616336, 1.727590, -2.521731], [-5.794485, 0.011808, -0.986226], [-7.955427, -1.043588, -0.485873], [-8.075710, -2.951760, 1.089260], [-6.008122, -3.773653, 2.174028], [-3.850353, -2.719147, 1.684444], [0.954574, -1.777414, -2.815558], [2.146428, 3.164681, -3.428805], [2.673550, 1.679855, -4.048455], [3.769607, 1.069249, -3.571426], [4.230229, -0.237743, -4.021726], [3.926346, -0.368779, -5.504571], [2.440211, -0.143408, -5.728783], [2.030944, 1.088671, -5.068280], [4.230120, 1.523237, -2.801630], [3.727104, -1.025351, -3.455307], [5.299209, -0.304633, -3.823039], [4.205421, -1.361387, -5.858091], [4.503675, 0.373313, -6.062196], [1.865698, -0.983769, -5.334446], [2.225089, -0.041541, -6.794570], [1.133910, 1.489873, -5.281642]],
  "forces_ev_per_a": [[-0.02, -0.30, -0.39], [0.02, 0.00, -0.01], [-0.01, -0.02, 0.01], [0.02, 0.05, 0.00], [-0.11, -0.09, 0.00], [0.06, 0.30, 0.24], [0.03, -0.12, -0.03], [0.01, 0.03, 0.05], [-0.13, 0.07, 0.01], [0.07, -0.01, -0.04], [0.17, 0.12, 0.09], [-0.02, -0.01, -0.02], [0.03, 0.02, -0.09], [-0.02, 0.15, 0.15], [-0.01, 0.00, 0.01], [-0.01, -0.01, 0.02], [0.00, 0.00, -0.01], [0.10, 0.04, 0.11], [0.01, 0.03, -0.06], [-0.12, 0.06, -0.14], [-0.20, -0.13, 0.15], [-0.03, 0.07, 0.00], [0.00, -0.03, 0.04], [0.00, 0.01, -0.02], [0.00, -0.01, -0.01], [0.01, 0.00, 0.02], [-0.02, 0.00, -0.10], [0.06, 0.06, 0.04], [0.02, 0.00, -0.05], [0.01, -0.01, 0.00], [0.01, 0.00, -0.01], [0.00, -0.01, 0.00], [0.00, -0.01, -0.02], [-0.05, -0.04, 0.20], [0.09, 0.05, 0.00], [-0.07, 0.01, -0.04], [0.00, -0.01, 0.02], [0.00, 0.02, 0.01], [0.00, -0.02, -0.02], [0.08, -0.02, 0.03], [0.02, 0.03, -0.08], [0.02, -0.02, 0.01], [0.00, -0.01, 0.02], [0.00, 0.00, -0.01], [0.01, 0.01, 0.00], [0.01, 0.02, 0.03], [0.00, -0.02, -0.03], [-0.04, 0.02, 0.01], [-0.03, -0.02, 0.05], [0.01, 0.01, 0.01], [0.04, -0.01, 0.01], [0.02, 0.00, 0.02], [0.01, 0.01, 0.01], [-0.01, 0.00, 0.00], [0.00, 0.00, 0.01], [0.00, 0.01, -0.02], [0.00, -0.02, 0.01], [0.00, 0.01, -0.03], [0.00, 0.00, 0.00], [0.00, 0.00, 0.00], [0.00, 0.00, 0.00], [0.01, 0.00, 0.00], [0.01, -0.01, 0.01], [-0.01, 0.00, 0.00], [0.00, 0.00, 0.00], [0.00, 0.01, 0.00], [-0.01, 0.01, 0.00], [0.00, -0.01, -0.01], [0.00, 0.00, -0.01], [0.00, 0.01, 0.01], [0.00, 0.00, 0.00], [0.01, -0.02, -0.02], [-0.08, -0.28, -0.16], [0.02, -0.13, 0.01], [0.01, 0.26, 0.03], [0.05, -0.10, -0.04], [-0.05, -0.02, 0.07], [-0.01, 0.01, 0.03], [-0.04, -0.01, 0.02], [0.02, -0.04, -0.04], [-0.03, 0.06, -0.01], [0.02, -0.02, 0.01], [0.00, 0.01, -0.01], [-0.01, 0.00, -0.01], [0.01, -0.02, -0.01], [0.01, -0.01, 0.02], [0.00, -0.01, 0.00], [0.03, 0.04, -0.03]],
  "mulliken_spin": [3.91, 0.00, 0.01, 0.00, 0.13, -0.25, 0.14, 0.02, -0.06, 0.01, -0.03, -0.02, 0.01, -0.03, 0.00, 0.00, 0.00, 0.02, 0.01, 0.09, -0.01, 0.01, 0.00, 0.00, 0.00, 0.00, 0.00, 0.00, 0.00, 0.00, 0.00, 0.00, 0.00, 0.00, 0.00, 0.00, 0.00, 0.00, 0.00, 0.01, 0.00, 0.00, 0.00, 0.00, 0.00, 0.00, 0.00, -0.01, 0.00, 0.00, -0.06, 0.00, 0.00, 0.00, 0.00, 0.00, 0.00, 0.00, 0.00, 0.00, 0.00, 0.00, 0.00, 0.00, 0.00, 0.00, 0.00, 0.00, 0.00, 0.00, 0.00, 0.00, 0.02, 0.00, 0.01, 0.02, 0.02, 0.00, 0.00, 0.00, 0.00, 0.00, 0.00, 0.00, 0.00, 0.00, 0.00, 0.00],
  "lumo_energy_ev": [2.35, 2.35],
  "s2": 6.0139,
  "total_charge": -1,
  "multiplicity": 5,
  "orbital_gap_ev": [7.823, 7.855],
  "homo_energy_ha": [-0.2013, -0.2024]
}